# 1
Formula: CH4N6O
Source: OMol25
Level of theory: the ωB97M-V functional and the def2-TZVPD basis

The geometry in XYZ format:
```
12
CH4N6O, DFT the ωB97M-V functional and the def2-TZVPD basis
N -2.067 -0.218 -0.249
N -1.130 -1.246 0.172
C 0.081 -0.933 0.181
N 1.113 -1.711 0.365
N 2.173 -1.220 -0.078
O 2.061 0.057 -0.503
N 0.675 0.330 -0.303
N 0.645 1.386 0.483
H -2.781 -0.789 -0.831
H -1.398 0.604 -0.686
H 0.140 1.398 1.530
H 0.488 2.342 -0.081
```

The total charge is 0. Its total energy is -12082.7215 eV. The calculation puts the HOMO-LUMO gap at 8.92 eV. Its LUMO energy is -0.14 eV. The SMILES is N/N=c1/nnon1N.


# 2
Formula: CH21O13
Source: OMol25
Level of theory: the ωB97M-V functional and the def2-TZVPD basis

The geometry in XYZ format:
```
35
CH21O13, DFT the ωB97M-V functional and the def2-TZVPD basis
C -0.844 0.163 -0.281
O -1.449 1.047 -0.953
O 0.036 -0.704 -0.851
O -0.978 0.175 0.956
H 0.112 -0.704 -1.755
O -1.588 -2.110 1.973
H -2.445 -2.000 2.430
H -1.391 -1.243 1.574
O 1.569 -0.599 -3.417
H 2.067 -0.257 -4.178
H 1.700 0.010 -2.704
O 1.656 -1.719 2.004
H 0.947 -2.269 2.333
H 1.548 -1.653 1.045
O -0.523 1.087 -3.557
H -0.919 1.058 -2.708
H 0.221 0.499 -3.441
O -1.218 1.310 3.419
H -1.152 0.570 4.052
H -1.180 0.861 2.560
O -2.779 2.438 0.973
H -2.976 1.630 1.510
H -2.601 2.213 0.078
O 2.951 -1.202 -0.833
H 2.704 -1.810 -1.573
H 2.965 -0.281 -1.121
O 0.493 -3.483 -0.426
H 0.452 -4.077 0.339
H -0.205 -2.827 -0.326
O 1.559 1.483 1.265
H 1.312 2.162 1.909
H 0.734 0.961 1.172
O -0.137 3.390 -0.277
H -0.662 3.384 -1.091
H 0.021 2.497 -0.100
```

The total charge is -1. Its total energy is -27998.4672 eV. The calculation puts the HOMO-LUMO gap at 9.27 eV. Its LUMO energy is 2.45 eV.


# 3
Formula: C2H3CuNaO2
Source: OMol25
Level of theory: the ωB97M-V functional and the def2-TZVPD basis

The geometry in XYZ format:
```
9
C2H3CuNaO2, DFT the ωB97M-V functional and the def2-TZVPD basis
H -0.874 2.127 -1.774
O -1.226 -1.581 1.380
C -1.687 -0.423 1.157
C -1.017 0.552 0.347
O 0.245 0.453 0.059
Cu 1.106 1.539 -1.732
Na 0.990 -1.477 1.027
H -2.684 -0.134 1.542
H -1.466 1.561 0.346
```

The total charge is 0. Its total energy is -55270.2469 eV. The spin multiplicity is 2. The calculation puts the HOMO-LUMO gap (spin up / spin down) at 5.99 / 5.94 eV. Its LUMO energy (spin up / spin down) is -1.07 / -1.08 eV. The expectation value of S² is 0.757.


# 4
Formula: C38H32N3OPPdTe
Source: OMol25
Level of theory: the ωB97M-V functional and the def2-TZVPD basis

The geometry in XYZ format:
```
77
C38H32N3OPPdTe, DFT the ωB97M-V functional and the def2-TZVPD basis
Pd -0.207 -1.443 2.005
C -2.670 -4.458 0.092
C -1.961 -3.483 0.989
N -0.934 -2.770 0.647
N -0.309 -2.940 -0.572
C 0.840 -2.291 -0.535
O 1.274 -1.599 0.451
C 1.764 -2.431 -1.679
C 1.301 -2.140 -2.997
C 2.225 -2.157 -4.012
C 3.551 -2.521 -3.778
C 4.023 -2.781 -2.516
C 3.108 -2.773 -1.418
C -2.505 -3.236 2.346
C -3.654 -3.862 2.783
C -4.114 -3.735 4.118
C -3.415 -2.909 4.986
C -2.319 -2.213 4.417
N -1.837 -2.373 3.177
H -2.176 -4.475 -0.904
H -3.680 -4.140 -0.086
H -2.546 -5.447 0.574
H 0.223 -1.928 -3.100
H 1.824 -1.973 -5.031
H 4.201 -2.398 -4.657
H 5.064 -3.070 -2.329
H 3.477 -2.984 -0.435
H -4.111 -4.544 2.150
H -4.968 -4.284 4.439
H -3.610 -2.709 6.026
H -1.723 -1.540 5.044
Te 3.267 0.224 -1.565
C 3.668 1.132 -3.398
C 2.763 1.115 -4.419
C 3.136 1.662 -5.684
C 4.352 2.385 -5.774
C 5.175 2.518 -4.665
C 4.877 1.776 -3.524
H 1.773 0.657 -4.292
H 2.441 1.675 -6.481
H 4.628 2.911 -6.690
H 6.112 3.035 -4.656
H 5.561 1.640 -2.677
C -1.698 2.011 -2.659
C -2.165 0.840 -2.043
C -1.663 0.369 -0.809
C -0.773 1.222 -0.170
C -0.200 2.295 -0.848
C -0.661 2.708 -2.079
P -0.604 0.921 1.611
C -2.195 1.504 2.267
C -3.230 0.618 2.698
C -4.477 1.062 2.996
C -4.765 2.397 2.761
C -3.835 3.289 2.313
C -2.515 2.846 2.046
C 0.696 1.983 2.184
C 2.005 1.861 1.654
C 3.077 2.492 2.247
C 2.905 3.215 3.371
C 1.637 3.237 3.988
C 0.533 2.669 3.415
H -2.106 2.432 -3.588
H -2.979 0.282 -2.497
H -2.168 -0.512 -0.231
H 0.574 2.936 -0.359
H -0.190 3.518 -2.594
H -2.951 -0.390 2.800
H -5.224 0.407 3.424
H -5.786 2.786 2.940
H -4.103 4.312 2.068
H -1.828 3.588 1.638
H 2.047 1.260 0.741
H 4.028 2.415 1.663
H 3.679 3.749 3.915
H 1.462 3.841 4.877
H -0.420 2.715 3.891
```

The total charge is +2. Its total energy is -66487.3361 eV. The spin multiplicity is 5. The calculation puts the HOMO-LUMO gap (spin up / spin down) at 7.52 / 5.57 eV. Its LUMO energy (spin up / spin down) is -5.57 / -8.00 eV. The expectation value of S² is 6.020.


# 5
Formula: C5H7NO
Source: OMol25
Level of theory: the ωB97M-V functional and the def2-TZVPD basis

The geometry in XYZ format:
```
14
C5H7NO, DFT the ωB97M-V functional and the def2-TZVPD basis
C 2.125 0.075 0.009
C 1.482 -1.148 -0.013
C 0.130 -1.177 0.006
N -0.610 -0.057 0.001
C 0.014 1.131 -0.037
C 1.388 1.218 0.054
H 3.192 0.044 0.005
H 2.110 -2.061 0.005
H -0.370 -2.145 0.000
H -0.676 1.992 -0.079
H 1.881 2.162 -0.074
O -3.330 -0.018 -0.095
H -3.672 0.139 0.815
H -2.380 -0.173 -0.032
```

The total charge is 0. Its total energy is -8835.8308 eV. The calculation puts the HOMO-LUMO gap at 10.90 eV. Its LUMO energy is 0.74 eV. The SMILES is c1ccncc1.O.


# 6
Formula: H15NO6
Source: OMol25
Level of theory: the ωB97M-V functional and the def2-TZVPD basis

The geometry in XYZ format:
```
22
H15NO6, DFT the ωB97M-V functional and the def2-TZVPD basis
N 0.817 -1.390 2.380
H 0.313 -1.402 3.261
H 0.235 -1.608 1.578
H 1.583 -2.040 2.444
O -2.042 1.471 0.085
H -1.261 1.461 -0.497
H -2.523 0.644 -0.032
O 0.703 2.321 -0.544
H 0.539 1.944 0.362
H 0.804 3.264 -0.394
O 0.264 -2.239 -1.590
H 0.670 -1.363 -1.634
H 1.024 -2.823 -1.501
O -2.416 -1.579 -0.840
H -2.278 -2.285 -0.206
H -1.553 -1.648 -1.305
O 1.975 0.169 -1.863
H 1.477 0.700 -1.229
H 2.307 0.790 -2.511
O 0.430 1.436 1.974
H 0.937 0.652 2.256
H -0.473 1.089 1.916
```

The total charge is 0. Its total energy is -14019.5165 eV. The calculation puts the HOMO-LUMO gap at 11.28 eV. Its LUMO energy is 0.35 eV. The SMILES is N.O.O.O.O.O.O.


# 7
Formula: C30H76Cl6O24S8
Source: OMol25
Level of theory: the ωB97M-V functional and the def2-TZVPD basis

The geometry in XYZ format:
```
144
C30H76Cl6O24S8, DFT the ωB97M-V functional and the def2-TZVPD basis
Cl -1.888 20.886 0.455
C -2.989 20.249 1.669
C -3.675 21.329 2.590
Cl -4.784 22.370 1.650
H -2.400 19.510 2.213
H -3.829 19.730 1.207
H -2.968 21.929 3.162
H -4.222 20.825 3.387
Cl -0.591 18.725 1.704
C -0.603 20.172 2.670
C 0.713 20.398 3.254
Cl 1.024 19.179 4.528
H -1.384 20.085 3.425
H -1.102 21.020 2.202
H 0.833 21.422 3.608
H 1.562 20.280 2.582
Cl 0.841 26.430 4.698
C -0.865 26.900 4.217
C -1.863 26.357 5.194
Cl -3.507 26.927 4.774
H -0.968 26.506 3.205
H -0.936 27.980 4.091
H -1.707 26.647 6.233
H -1.906 25.268 5.189
O 5.079 25.326 -0.702
S 3.806 25.796 -0.134
O 2.807 26.485 -0.960
O 2.981 24.523 0.607
C 1.727 24.762 1.283
C 0.821 23.588 0.988
C 3.978 26.930 1.282
H 1.225 25.612 0.820
H 1.836 24.873 2.362
H 1.306 22.617 0.885
H 0.399 23.830 0.013
H 0.021 23.502 1.723
H 2.968 27.059 1.672
H 4.492 27.823 0.925
H 4.526 26.598 2.164
O -1.835 22.105 4.907
S -3.203 21.618 5.117
O -3.566 20.308 4.556
O -3.520 21.757 6.751
C -3.129 20.837 7.668
C -4.308 20.466 8.550
C -4.408 22.885 4.477
H -2.436 21.278 8.385
H -2.710 19.952 7.189
H -4.834 21.395 8.769
H -3.856 19.918 9.377
H -4.951 19.876 7.897
H -4.397 22.882 3.387
H -4.044 23.861 4.798
H -5.396 22.698 4.896
O -2.994 30.030 -0.528
S -3.256 28.958 -1.473
O -2.190 28.597 -2.417
O -3.821 27.616 -0.709
C -3.539 26.354 -1.390
C -4.206 25.111 -0.705
C -4.767 29.399 -2.492
H -2.467 26.203 -1.264
H -3.780 26.445 -2.449
H -4.169 25.066 0.384
H -3.728 24.224 -1.118
H -5.265 25.093 -0.962
H -4.951 28.653 -3.265
H -4.570 30.390 -2.901
H -5.483 29.459 -1.672
O -3.087 24.524 5.747
S -3.369 24.120 7.118
O -2.363 23.304 7.825
O -3.631 25.502 7.994
C -3.552 25.478 9.424
C -4.213 26.778 9.906
C -5.106 23.532 7.189
H -2.509 25.405 9.732
H -4.123 24.613 9.760
H -3.952 27.625 9.273
H -3.990 27.031 10.943
H -5.302 26.775 9.947
H -5.184 22.722 6.464
H -5.704 24.436 7.067
H -5.353 23.185 8.192
O -9.514 27.798 3.067
S -8.724 26.790 2.424
O -9.395 25.661 1.800
O -7.738 27.522 1.298
C -6.806 26.701 0.691
C -5.496 27.408 0.872
C -7.402 26.144 3.594
H -6.920 26.662 -0.393
H -6.760 25.710 1.143
H -5.475 28.400 0.419
H -4.625 26.940 0.414
H -5.152 27.521 1.900
H -7.897 25.637 4.421
H -6.858 26.981 4.030
H -6.719 25.422 3.144
O -4.942 23.420 -0.554
S -6.146 23.318 0.224
O -6.179 23.986 1.509
O -7.401 23.968 -0.675
C -8.676 24.094 -0.074
C -9.497 25.170 -0.805
C -6.754 21.616 0.314
H -8.570 24.400 0.966
H -9.165 23.120 -0.059
H -10.420 25.413 -0.279
H -9.773 24.864 -1.814
H -8.904 26.084 -0.831
H -6.921 21.289 -0.713
H -7.682 21.456 0.863
H -5.898 21.067 0.707
O -0.582 24.667 2.526
S -1.453 23.529 2.307
O -0.931 22.151 2.392
O -2.822 23.652 3.254
C -3.334 24.932 3.532
C -4.868 24.877 3.117
C -2.325 23.686 0.684
H -2.828 25.725 2.982
H -3.181 25.036 4.607
H -5.369 25.844 3.097
H -5.502 24.214 3.706
H -4.983 24.594 2.070
H -2.726 22.718 0.386
H -1.545 23.952 -0.029
H -3.082 24.470 0.701
O 0.933 23.553 6.400
S 1.532 23.830 5.116
O 2.377 25.015 4.999
O 2.279 22.517 4.597
C 3.308 21.978 5.299
C 3.732 20.589 4.750
C 0.120 23.749 3.966
H 3.107 21.970 6.371
H 4.139 22.672 5.171
H 3.060 19.752 4.939
H 4.603 20.287 5.332
H 4.036 20.659 3.706
H -0.712 23.266 4.480
H 0.302 23.241 3.019
H -0.232 24.762 3.771
```

The total charge is 0. Its total energy is -243251.5244 eV. The calculation puts the HOMO-LUMO gap at 8.01 eV. Its LUMO energy is -0.41 eV.


# 8
Formula: C3H7NO3
Source: OMol25
Level of theory: the ωB97M-V functional and the def2-TZVPD basis

The geometry in XYZ format:
```
14
C3H7NO3, DFT the ωB97M-V functional and the def2-TZVPD basis
C -0.843 1.507 -0.202
C -0.685 -0.043 -0.288
N -0.030 -0.583 -1.181
O 0.441 0.295 -2.226
H -1.387 1.887 0.762
H 0.221 1.869 -0.324
H -1.448 1.657 -1.152
H -1.106 -0.586 0.543
H 1.131 -0.340 -2.554
O 1.460 -0.004 1.393
C 0.589 -0.768 1.558
O 0.555 -2.003 1.031
H -0.166 -0.694 2.262
H 1.268 -2.194 0.380
```

The total charge is 0. Its total energy is -10854.0034 eV. The calculation puts the HOMO-LUMO gap at 10.70 eV. Its LUMO energy is 0.74 eV. The SMILES is C/C=N\O.O=CO.


Question: The lowest total charge belongs to which entry?
Answer: CH21O13


Question: What is the total charge in the fourth record?
Answer: +2


Question: The highest total charge belongs to which entry?
Answer: C38H32N3OPPdTe